No. 1
Formula: C4H6N3O
Source: the OMol25 dataset
Level of theory: the ωB97M-V functional and the def2-TZVPD basis

Atoms and positions in Å:
O: -2.18 0.52 -2.09
N: -0.92 1.00 -1.62
C: -1.02 1.09 -0.13
C: -0.18 0.04 0.43
C: -0.31 -1.30 0.64
N: 0.86 -1.93 0.92
C: 1.80 -1.00 0.79
N: 1.23 0.26 0.53
H: -0.15 0.47 -2.06
H: -1.96 0.98 0.34
H: -0.63 2.09 0.40
H: -1.19 -1.86 0.53
H: 2.79 -1.36 0.89
H: 1.84 1.01 0.42

Energy relative to the best compared isomer or geometry (same formula, charge and spin) ... 30.7 kcal per mole
E_tot ... -395.42245 Eh
Charge ... -1
Highest occupied orbital energy (spin up / spin down) ... -1.3 / -1.3 eV
Kohn-Sham gap (spin up / spin down) ... 4.96 / 4.96 eV
SMILES string ... [O-]NCc1cnc[nH]1

***

No. 2
Formula: C4H6N3O
Source: the OMol25 dataset
Level of theory: the ωB97M-V functional and the def2-TZVPD basis

Atoms and positions in Å:
N: 0.78 -0.49 -1.78
C: 0.42 0.36 -0.57
N: 1.03 -0.07 0.74
C: 0.45 0.06 1.84
C: -0.96 0.49 1.93
N: -1.64 0.39 0.82
C: -1.14 0.00 -0.43
O: -1.68 -0.54 -1.37
H: -0.20 -0.68 -2.16
H: 1.14 -1.44 -1.59
H: 1.33 -0.04 -2.45
H: 0.86 1.39 -0.59
H: 1.01 -0.24 2.74
H: -1.41 0.81 2.86

Energy relative to the best compared isomer or geometry (same formula, charge and spin) ... 27.7 kcal per mole
E_tot ... -395.20441 Eh
Charge ... +1
Highest occupied orbital energy ... -14.1 eV
Kohn-Sham gap ... 8.33 eV
SMILES string ... [NH3+][C@@H]1N=CC=NC1=O

***

No. 3
Formula: C4H6N3O
Source: the OMol25 dataset
Level of theory: the ωB97M-V functional and the def2-TZVPD basis

Atoms and positions in Å:
C: 0.37 1.08 0.97
C: -1.02 1.04 -0.87
C: -0.58 -1.13 0.06
C: 0.91 -0.25 0.67
N: -0.40 1.66 0.12
N: 1.77 -0.21 -0.51
N: -1.28 -0.25 -0.81
O: 2.94 -0.31 -0.36
H: 0.65 1.61 1.86
H: -1.40 1.64 -1.68
H: -0.18 -1.99 -0.48
H: -1.15 -1.45 0.94
H: 1.33 -0.78 1.53
H: -1.96 -0.66 -1.43

Energy relative to the best compared isomer or geometry (same formula, charge and spin) ... 5.9 kcal per mole
E_tot ... -395.09403 Eh
Spin multiplicity ... 3
Charge ... +1
Highest occupied orbital energy (spin up / spin down) ... -12.7 / -15.6 eV
Kohn-Sham gap (spin up / spin down) ... 6.74 / 9.39 eV
<S²> ... 2.008

***

No. 4
Formula: C4H6N3OP
Source: the OMol25 dataset
Level of theory: the ωB97M-V functional and the def2-TZVPD basis

Atoms and positions in Å:
N: 2.13 -3.21 -0.49
C: 1.10 -2.72 -0.53
P: -0.54 -2.14 -1.05
C: -0.99 -1.35 0.45
N: -0.71 -0.12 0.68
C: -0.03 0.58 -0.21
C: 0.29 1.84 0.08
N: 0.01 2.31 1.28
O: 0.93 2.68 -0.76
H: -0.95 -3.44 -0.88
H: -1.57 -1.99 1.10
H: 0.09 0.28 -1.35
H: -0.44 1.74 1.91
H: -0.21 3.31 1.37
H: 0.87 2.22 -1.59

Energy relative to the best compared isomer or geometry (same formula, charge and spin) ... 45.2 kcal per mole
E_tot ... -736.80412 Eh
Highest occupied orbital energy ... -8.1 eV
Kohn-Sham gap ... 8.37 eV
SMILES string ... N#CP/C=N\C=C(/N)O

***

No. 5
Formula: C4H6N4
Source: the OMol25 dataset
Level of theory: the ωB97M-V functional and the def2-TZVPD basis

Atoms and positions in Å:
C: 1.69 -0.37 1.09
C: 1.28 -0.34 -0.52
C: -0.20 -0.03 -0.30
C: -2.32 0.20 -0.51
H: 0.47 -0.52 1.62
H: 2.50 -0.83 1.83
H: 1.26 1.55 0.70
H: 1.57 -0.92 -1.31
H: -3.42 0.10 -0.82
H: -1.23 -1.28 -1.73
N: 2.07 0.73 0.37
N: -0.51 1.18 0.16
N: -1.90 1.29 0.20
N: -1.26 -0.78 -0.78

Energy relative to the best compared isomer or geometry (same formula, charge and spin) ... 133.0 kcal per mole
E_tot ... -374.84944 Eh
Highest occupied orbital energy ... -9.1 eV
Kohn-Sham gap ... 9.63 eV

***

No. 6
Formula: C4H6N4
Source: the OMol25 dataset
Level of theory: the ωB97M-V functional and the def2-TZVPD basis

Atoms and positions in Å:
N: 1.36 1.24 -0.10
C: 0.06 0.76 -0.05
C: -1.15 1.35 0.08
N: -2.32 0.62 0.19
N: -2.25 -0.62 -0.08
C: -1.11 -1.35 -0.21
C: 0.10 -0.69 -0.01
N: 1.30 -1.35 0.12
H: 2.16 0.66 -0.47
H: 1.51 2.33 -0.19
H: -1.26 2.42 0.05
H: -1.43 -2.32 -0.48
H: 2.01 -0.80 0.54
H: 1.01 -2.24 0.61

Energy relative to the best compared isomer or geometry (same formula, charge and spin) ... 50.5 kcal per mole
E_tot ... -374.98095 Eh
Highest occupied orbital energy ... -8.4 eV
Kohn-Sham gap ... 9.02 eV
SMILES string ... Nc1cnncc1N

***

No. 7
Formula: C4H6N4
Source: the OMol25 dataset
Level of theory: the ωB97M-V functional and the def2-TZVPD basis

Atoms and positions in Å:
C: -1.08 -0.73 -1.72
C: 0.57 -0.75 -1.56
C: 0.67 0.00 -0.15
C: 1.51 0.08 0.95
H: -1.48 -1.67 -1.49
H: -1.18 -0.45 -2.82
H: 1.33 -0.26 -2.22
H: 0.70 -1.77 -1.53
H: 2.57 -0.07 1.21
H: -2.58 0.80 -0.43
N: 0.79 0.43 2.07
N: -0.39 0.72 1.62
N: -0.41 0.25 0.29
N: -1.34 0.28 -0.81

Energy relative to the best compared isomer or geometry (same formula, charge and spin) ... 158.7 kcal per mole
E_tot ... -374.80852 Eh
Highest occupied orbital energy ... -8.6 eV
Kohn-Sham gap ... 9.06 eV

***

No. 8
Formula: C4H6N4
Source: the OMol25 dataset
Level of theory: the ωB97M-V functional and the def2-TZVPD basis

Atoms and positions in Å:
H: -0.74 1.62 1.34
N: 0.12 2.02 0.93
C: 0.43 1.13 0.08
C: 1.65 1.01 -0.83
N: 1.85 -0.18 -1.30
C: 0.57 -0.75 -0.88
N: -0.19 -1.79 -1.47
H: -1.08 -1.98 -1.14
N: -0.02 -0.08 0.11
C: -0.93 -0.57 0.88
H: 2.32 1.79 -0.87
H: -0.74 -1.64 1.02
H: -1.95 -0.59 0.32
H: -1.30 0.01 1.82

Energy relative to the best compared isomer or geometry (same formula, charge and spin) ... 92.8 kcal per mole
E_tot ... -374.91346 Eh
Highest occupied orbital energy ... -9.2 eV
Kohn-Sham gap ... 8.35 eV
SMILES string ... [H]/N=C1C=N/C(=N/[H])N/1C

***

No. 9
Formula: C4H6N4
Source: the OMol25 dataset
Level of theory: the ωB97M-V functional and the def2-TZVPD basis

Atoms and positions in Å:
C: 1.24 0.31 -2.83
C: -0.24 0.00 0.46
C: -0.22 -1.12 1.22
C: -1.23 0.64 2.11
H: 2.26 0.18 -2.21
H: 1.44 1.30 -3.33
H: 0.86 -0.61 -3.40
H: 0.14 -2.11 0.91
H: -1.07 -0.68 3.36
H: -1.89 1.16 2.77
N: -0.08 0.63 -1.64
N: 0.40 -0.23 -0.78
N: -1.02 -0.71 2.30
N: -0.59 1.23 1.05

Energy relative to the best compared isomer or geometry (same formula, charge and spin) ... 119.6 kcal per mole
E_tot ... -374.87084 Eh
Highest occupied orbital energy ... -8.6 eV
Kohn-Sham gap ... 9.11 eV

***

No. 10
Formula: C4H6N4O
Source: the OMol25 dataset
Level of theory: the ωB97M-V functional and the def2-TZVPD basis

Atoms and positions in Å:
C: 0.82 0.20 -0.42
C: 1.16 -1.12 -0.39
C: 0.05 -1.97 0.03
C: -1.21 -0.07 0.65
H: 2.04 1.89 -0.18
H: 2.53 0.73 -1.23
H: 1.95 -1.74 -0.60
H: -2.20 1.89 1.35
H: -3.06 0.42 0.44
H: -0.27 1.64 -0.37
N: 1.86 1.15 -0.99
N: -1.17 -1.30 0.56
N: -2.36 0.60 0.99
N: -0.19 0.83 -0.02
O: 0.06 -3.15 0.19

Energy relative to the best compared isomer or geometry (same formula, charge and spin) ... 105.1 kcal per mole
E_tot ... -450.12116 Eh
Highest occupied orbital energy ... -8.8 eV
Kohn-Sham gap ... 8.91 eV

***

No. 11
Formula: C4H6N4O
Source: the OMol25 dataset
Level of theory: the ωB97M-V functional and the def2-TZVPD basis

Atoms and positions in Å:
C: 2.88 0.78 0.26
C: 0.84 0.31 0.12
C: -2.35 1.15 0.00
C: -1.91 -1.40 0.30
N: 1.70 1.04 0.74
N: 1.45 -0.48 -0.76
N: 2.73 -0.19 -0.65
N: -1.76 0.03 0.43
O: -3.51 1.20 -0.37
H: 3.70 1.50 0.48
H: -1.65 1.93 -0.11
H: -0.95 -1.73 -0.24
H: -1.79 -1.93 1.31
H: -2.79 -1.66 -0.21
H: 3.42 -0.56 -1.29

Energy relative to the best compared isomer or geometry (same formula, charge and spin) ... 131.0 kcal per mole
E_tot ... -450.07987 Eh
Highest occupied orbital energy (spin up / spin down) ... -9.4 / -9.8 eV
Kohn-Sham gap (spin up / spin down) ... 8.02 / 8.58 eV

***

No. 12
Formula: C4H6N4O
Source: the OMol25 dataset
Level of theory: the ωB97M-V functional and the def2-TZVPD basis

Atoms and positions in Å:
C: 0.34 0.61 -0.32
C: -0.21 -0.17 0.61
C: -0.90 -1.50 0.42
C: -0.49 -0.95 -1.95
H: 0.68 2.18 0.70
H: 2.19 1.87 0.44
H: 1.01 0.50 2.59
H: -0.81 -0.54 2.54
H: -0.75 -1.09 -3.15
H: 0.58 0.85 -2.54
N: 0.98 1.79 -0.09
N: -0.19 0.12 2.09
N: -1.06 -1.74 -0.97
N: 0.08 0.19 -1.61
O: -1.45 -2.12 1.25

Energy relative to the best compared isomer or geometry (same formula, charge and spin) ... 112.6 kcal per mole
E_tot ... -450.10924 Eh
Highest occupied orbital energy ... -8.4 eV
Kohn-Sham gap ... 8.37 eV

***

> Which of these has the lowest E_tot?

C4H6N3OP

***

Please write out number 7 again, unchanged.
Formula: C4H6N4
Source: the OMol25 dataset
Level of theory: the ωB97M-V functional and the def2-TZVPD basis

Atoms and positions in Å:
C: -1.08 -0.73 -1.72
C: 0.57 -0.75 -1.56
C: 0.67 0.00 -0.15
C: 1.51 0.08 0.95
H: -1.48 -1.67 -1.49
H: -1.18 -0.45 -2.82
H: 1.33 -0.26 -2.22
H: 0.70 -1.77 -1.53
H: 2.57 -0.07 1.21
H: -2.58 0.80 -0.43
N: 0.79 0.43 2.07
N: -0.39 0.72 1.62
N: -0.41 0.25 0.29
N: -1.34 0.28 -0.81

Energy relative to the best compared isomer or geometry (same formula, charge and spin) ... 158.7 kcal per mole
E_tot ... -374.80852 Eh
Highest occupied orbital energy ... -8.6 eV
Kohn-Sham gap ... 9.06 eV

***

> Which of these has the lowest energy relative to the best compared isomer or geometry (same formula, charge and spin)?

number 3